Below is 2 unconnected molecules or ions with the total composition CH4ClNO, with properties calculated with ωB97M-V/def2-TZVPD.

Values from the calculation:
Relative energy (zero: lowest compared OMol25 entry of this formula, charge and spin) (kcal per mole): 17.6
Largest force on an atom (Eh/bohr): 0.064
HOMO-LUMO gap (eV): 10.60
Structure (SMILES): NC=O.Cl
Net charge: 0
Lowest unoccupied orbital energy (eV): 0.82

Geometry (Å):
N 1.5052 -0.1716 0.2570
C 0.4819 0.4553 -0.3530
O 0.0262 1.4633 0.0855
H 2.1424 0.3825 0.7587
H 1.7387 -1.0727 -0.1715
H -0.1954 -0.0248 -1.1218
Cl -2.2481 -0.5166 0.5237
H -3.4508 -0.5155 0.0215